{"formula": "C5H15N2O", "method": "ωB97M-V/def2-TZVPD", "symbols": ["C", "C", "C", "N", "C", "C", "N", "H", "H", "H", "H", "H", "H", "H", "H", "H", "H", "H", "H", "H", "H", "H", "O"], "positions_angstrom": [[1.3240, -0.8223, 1.7214], [1.1490, -1.5505, 0.3198], [-0.3913, -1.6433, -0.0223], [-0.8738, 0.6575, -2.9897], [-0.5602, 0.2527, -1.7042], [-0.5247, -1.0724, -1.4210], [0.6867, 0.4968, 1.7997], [2.4021, -0.7330, 1.9078], [1.1314, -1.5930, 2.4800], [1.6190, -0.8367, -0.3308], [1.6987, -2.4811, 0.2194], [-0.9536, -1.0333, 0.6984], [-0.9047, -2.6027, 0.0078], [-1.1095, -0.0100, -3.7091], [-0.4605, 1.4666, -3.4192], [-0.5855, 1.0367, -0.9816], [-0.4125, -1.8402, -2.1804], [1.3995, 1.1966, 2.0700], [0.3117, 0.7928, 0.8662], [-0.1415, 0.5991, 2.4087], [-1.7085, 2.7610, 1.1236], [-0.4739, 3.4592, 1.6949], [-0.8257, 2.5869, 1.4777]], "atomic_forces_ev_per_a": [[2.1394, -3.6863, -0.5243], [-1.2749, 1.2173, 1.6308], [0.7619, 1.1627, -0.6347], [-0.0051, 0.7779, -0.7348], [-0.8611, -2.6054, -1.5601], [0.0686, 0.7540, 0.8392], [-0.3771, 0.5637, -0.5275], [-0.1755, 0.6531, -0.3395], [-1.1923, 0.9827, 0.3458], [0.0251, 0.0321, -0.9087], [0.0257, -0.0726, 0.5170], [0.0134, 0.0119, -0.1106], [0.6517, -0.2989, 0.2112], [0.1069, -0.3317, 0.4995], [0.1517, 0.2645, 0.4202], [0.1174, 0.4998, 0.6227], [-0.2929, 0.4281, -0.3629], [-0.7357, -0.2615, -0.0480], [0.4539, -0.1768, 0.7782], [0.5683, -0.1239, -0.0646], [0.0870, -0.0169, 0.0714], [-0.0901, -0.0024, -0.0194], [-0.1664, 0.2288, -0.1009]], "nbo_charge": [-0.274, -0.393, -0.441, -0.812, -0.010, -0.282, -0.697, 0.228, 0.248, 0.209, 0.251, 0.172, 0.249, 0.392, 0.384, 0.162, 0.215, 0.451, 0.470, 0.467, 0.504, 0.498, -0.992], "homo_energy_ev": -11.0936, "relative_energy_ev": 2.1103, "total_energy_ev": -10448.451, "charge": 1}